{"formula": "C3H4N2O3", "method": "the ωB97M-V functional and the def2-TZVPD basis", "homo_lumo_gap_ev": 8.49, "de_lowest_kj_mol": 276.4, "fmax_ev_per_a": 5.930, "e_lumo_ev": 0.4, "species": ["N", "N", "H", "O", "H", "O", "O", "H", "C", "H", "C", "C"], "xyz": [[-1.906, -1.459, -0.053], [0.654, 1.064, 0.127], [-2.373, 1.291, -0.135], [2.665, -0.173, -0.071], [3.156, 0.718, -0.094], [-1.578, 1.830, -0.106], [0.613, -1.155, -0.014], [-2.489, -1.681, 1.075], [1.339, -0.024, 0.072], [-1.984, -2.366, -0.644], [-0.882, -0.608, -0.010], [-0.648, 0.764, 0.073]]}